{"formula": "C42H72F6O27", "method": "wB97M-V/def2-TZVPD", "elements": ["C", "C", "O", "C", "O", "O", "F", "H", "H", "H", "C", "C", "O", "C", "O", "O", "F", "H", "H", "H", "C", "C", "O", "C", "O", "O", "F", "H", "H", "H", "C", "C", "O", "C", "O", "O", "F", "H", "H", "H", "C", "C", "O", "C", "O", "O", "F", "H", "H", "H", "C", "C", "O", "C", "O", "O", "F", "H", "H", "H", "C", "C", "O", "C", "C", "H", "H", "H", "H", "H", "H", "H", "H", "H", "H", "C", "C", "O", "C", "C", "H", "H", "H", "H", "H", "H", "H", "H", "H", "H", "C", "C", "O", "C", "C", "H", "H", "H", "H", "H", "H", "H", "H", "H", "H", "O", "C", "O", "C", "C", "C", "H", "H", "H", "H", "H", "H", "H", "H", "O", "C", "O", "C", "C", "C", "H", "H", "H", "H", "H", "H", "H", "H", "O", "C", "O", "C", "C", "C", "H", "H", "H", "H", "H", "H", "H", "H"], "xyz": [[21.351100, 14.879940, 20.973520], [20.241140, 13.987770, 20.536280], [20.837360, 13.159600, 19.495670], [21.845390, 13.949230, 18.978590], [22.434300, 13.685410, 17.983040], [22.144950, 14.901150, 19.836360], [19.215040, 14.703550, 19.977690], [21.935850, 14.472070, 21.798020], [21.026750, 15.867040, 21.302960], [19.918850, 13.435910, 21.419270], [22.354920, 19.528990, 22.687050], [22.601530, 18.107630, 23.057250], [22.953190, 17.461460, 21.837870], [23.145640, 18.409110, 20.884730], [23.298800, 18.192890, 19.636070], [22.868990, 19.600400, 21.391820], [21.429710, 17.684340, 23.511050], [22.801690, 20.218490, 23.403360], [21.291490, 19.631690, 22.471020], [23.352640, 18.005760, 23.840550], [19.560240, 18.033560, 13.258700], [18.914300, 17.421250, 12.058470], [17.694050, 16.988930, 12.603270], [17.370810, 17.759350, 13.628970], [16.209780, 17.944610, 14.019190], [18.451940, 18.571930, 13.879710], [19.554770, 16.301620, 11.709330], [20.372500, 18.712790, 12.999920], [19.926300, 17.176210, 13.823560], [18.894790, 18.110120, 11.213970], [20.068370, 9.385810, 16.141940], [19.876000, 10.621230, 16.977320], [19.203590, 10.142770, 18.096580], [19.675530, 8.813730, 18.289960], [19.475890, 8.112170, 19.225180], [20.211760, 8.413480, 17.136700], [19.103180, 11.497760, 16.263160], [20.895840, 9.442280, 15.434680], [19.168700, 9.160720, 15.569220], [20.749360, 11.141050, 17.371190], [25.139120, 14.780440, 16.399250], [25.509250, 15.944260, 17.195310], [26.857670, 16.162860, 16.781650], [27.345670, 14.941450, 16.339770], [28.526150, 14.640570, 16.124170], [26.324960, 14.097110, 16.273560], [25.404420, 15.768800, 18.528800], [24.792070, 15.031890, 15.397030], [24.360820, 14.234290, 16.932220], [24.926980, 16.826290, 16.928700], [25.647390, 18.957120, 13.410740], [24.471840, 19.198000, 12.568550], [23.617870, 18.129880, 12.804520], [24.087660, 17.398250, 13.757700], [23.491280, 16.360700, 14.212520], [25.194510, 17.878950, 14.239820], [24.841970, 19.218120, 11.333910], [25.878410, 19.864040, 13.969500], [26.541700, 18.678240, 12.853490], [24.012760, 20.167360, 12.762670], [15.711900, 14.121340, 13.158020], [16.667070, 14.149760, 14.355340], [15.937500, 14.049890, 15.523850], [16.766190, 14.074430, 16.729520], [15.850340, 13.489250, 17.751800], [16.198830, 14.204350, 12.186360], [15.156510, 13.195810, 13.006280], [15.031520, 14.964310, 13.278800], [17.305220, 13.266140, 14.364850], [17.311100, 15.026500, 14.423530], [17.505600, 13.275900, 16.668480], [17.320890, 14.941350, 17.088470], [16.454560, 13.005230, 18.519090], [15.143190, 12.724400, 17.430800], [15.237000, 14.302470, 18.139880], [19.075730, 24.232830, 17.112920], [17.980920, 23.275930, 16.802470], [18.518860, 21.988610, 17.040440], [17.498140, 21.026030, 16.851550], [18.228960, 19.610550, 17.006890], [19.417060, 24.163700, 18.145780], [20.004190, 24.099440, 16.557690], [18.794560, 25.273970, 16.954620], [17.128970, 23.491910, 17.447180], [17.632600, 23.462930, 15.786690], [16.607540, 21.044410, 17.479720], [17.036090, 21.175740, 15.875750], [18.709290, 19.457990, 17.973380], [19.083690, 19.627890, 16.330690], [17.573380, 18.778480, 16.750050], [20.405290, 13.759430, 14.066500], [20.787090, 14.333460, 15.416320], [20.010650, 15.509550, 15.428230], [19.830580, 16.184040, 16.618170], [21.172630, 16.977690, 16.864470], [20.610300, 14.545320, 13.339550], [20.984710, 12.851460, 13.899240], [19.358900, 13.456300, 14.030920], [20.327660, 13.762660, 16.223290], [21.843570, 14.437870, 15.663390], [19.033450, 16.924730, 16.554370], [19.616080, 15.546310, 17.475720], [21.988430, 16.268950, 17.006850], [21.156720, 17.658440, 17.715600], [21.494230, 17.545580, 15.991450], [24.444140, 10.870780, 12.811830], [23.996870, 11.900630, 12.370590], [23.151660, 11.959870, 11.337240], [22.808070, 10.841930, 10.551930], [22.085840, 11.375650, 9.344740], [24.129980, 13.251210, 13.063950], [22.162860, 10.158950, 11.104510], [23.575890, 10.201300, 10.118180], [22.682170, 12.160990, 8.880270], [21.175380, 11.865650, 9.689780], [21.985320, 10.623700, 8.562080], [24.127810, 14.052030, 12.324510], [25.121240, 13.172650, 13.510410], [23.273240, 13.499220, 13.690520], [20.193280, 10.097540, 12.763330], [19.239040, 9.741580, 12.110700], [18.574800, 10.464710, 11.159110], [18.706820, 11.867650, 11.327490], [18.021440, 12.396970, 10.101530], [18.698150, 8.314320, 12.238660], [19.773750, 12.081090, 11.262510], [18.278450, 12.167240, 12.283960], [16.960240, 12.158060, 10.031720], [18.460080, 11.992600, 9.189280], [18.115110, 13.482210, 10.061690], [18.829070, 7.777260, 11.299230], [17.629210, 8.423290, 12.421970], [19.240730, 7.860320, 13.067870], [25.962980, 20.254090, 17.414530], [25.050120, 20.957170, 17.905260], [23.851600, 21.088840, 17.379680], [23.397920, 20.123790, 16.409820], [22.128170, 20.619120, 15.809660], [25.288700, 21.744310, 19.099560], [23.311930, 19.114960, 16.813510], [24.181340, 20.017580, 15.659430], [22.176830, 21.619150, 15.378770], [21.265550, 20.762600, 16.460350], [21.699100, 19.897690, 15.114300], [25.883790, 22.608140, 18.803310], [25.925630, 21.200160, 19.796930], [24.327280, 21.942670, 19.573290]], "forces_ev_per_a": [[0.02, 0.11, 0.52], [-0.04, -0.99, 0.10], [-0.85, 1.57, 1.17], [0.16, -1.54, 0.39], [-0.14, 0.16, -0.22], [1.47, 1.74, -0.96], [0.12, -0.28, 0.16], [-0.09, -0.31, 0.04], [-0.09, 0.02, -0.50], [-0.63, -0.61, -0.70], [-0.36, 0.08, -0.60], [0.74, 0.58, 0.02], [0.45, -0.05, 0.53], [-0.98, -1.04, -5.79], [-0.09, 0.81, 6.05], [1.81, 1.42, -1.40], [-1.30, -1.77, 0.66], [-0.19, 0.28, -0.45], [-0.20, 0.42, 1.12], [0.15, -0.63, -0.23], [1.16, -1.33, -0.65], [0.89, -0.39, 0.49], [-0.74, -0.66, -1.14], [-3.45, 2.87, 0.01], [4.08, -0.97, -0.30], [-1.70, 0.92, 2.03], [0.70, -0.76, -0.88], [-0.41, 0.39, 0.36], [0.44, 0.10, 0.34], [-0.87, -0.24, -0.28], [0.17, 0.56, -0.64], [-0.16, 0.64, -0.63], [0.15, -1.49, 1.30], [-1.77, 0.47, -0.57], [0.33, 0.91, -0.07], [1.08, -1.31, 0.31], [-0.06, 0.07, 0.48], [0.19, -0.23, 0.36], [-0.17, 0.25, 0.00], [0.29, 0.19, -0.63], [-2.19, -0.50, -0.21], [0.08, 2.42, -1.07], [0.53, -0.68, 0.26], [3.13, -0.41, 0.37], [-3.69, 1.41, 0.51], [1.61, -1.99, -0.48], [0.42, -0.35, 0.49], [-0.22, 0.31, 0.24], [0.25, -0.43, -0.17], [0.16, 0.16, 0.16], [1.05, 0.12, 1.45], [-0.59, 1.54, 1.05], [-1.71, 0.83, -1.71], [-2.94, -5.90, 3.34], [2.43, 4.29, -1.95], [1.80, 0.21, 0.98], [0.58, -0.15, -3.87], [0.10, -0.41, 0.56], [-0.20, -0.25, -0.08], [-0.64, -0.18, 0.27], [0.25, 0.42, -0.08], [0.23, -0.82, -0.72], [0.18, 1.25, 1.87], [-0.93, -2.94, -1.02], [-0.67, 0.65, 1.50], [0.50, 0.48, 0.14], [-0.15, -0.10, 0.81], [-0.18, -0.10, -0.21], [0.52, -0.17, -0.48], [0.07, 0.21, -0.55], [0.61, 0.15, -0.88], [-0.60, 0.73, -0.68], [-0.13, 0.34, 0.45], [0.36, 0.07, -0.68], [-0.11, -0.17, 0.58], [1.12, 1.23, 0.55], [0.71, 0.50, 0.37], [-1.57, 0.16, -0.04], [1.14, -2.55, -0.15], [-0.36, 1.52, -0.73], [-0.33, -0.13, 0.21], [-0.22, -0.36, -0.47], [-0.25, 0.02, -0.05], [-0.19, -0.23, 0.25], [0.00, -0.59, -0.41], [0.32, 0.59, 0.97], [0.39, -0.38, -0.56], [-0.55, 0.23, 0.35], [-0.18, -0.14, -0.35], [0.00, 0.09, 0.06], [0.99, -0.59, 0.38], [-1.93, -0.51, 0.47], [-0.86, 0.96, -0.90], [2.38, 1.81, 0.73], [-0.36, -0.48, 0.36], [0.03, -0.34, -0.33], [0.15, 0.01, -0.46], [0.08, 0.33, 0.15], [0.37, -0.75, 0.15], [0.10, 0.37, -0.48], [-0.26, -0.25, -0.43], [-0.03, -0.39, 0.05], [0.01, -0.10, 0.28], [-0.12, -0.07, 0.15], [-0.49, 0.07, -0.25], [0.26, 0.27, -0.51], [-1.14, -0.47, 1.29], [0.46, 0.71, -0.50], [-0.64, -1.30, -0.85], [0.07, 0.86, 0.00], [0.63, -0.31, -1.35], [-0.02, 0.15, 0.31], [1.02, 0.42, 0.82], [0.17, 0.11, 0.08], [-0.34, -0.28, -0.54], [-0.58, -0.12, 0.29], [0.16, -0.03, -0.12], [-0.36, 0.48, 0.68], [0.31, -0.46, 0.41], [-0.73, 0.78, -0.35], [0.22, -1.42, -0.50], [0.47, -1.51, 1.92], [0.36, 0.03, -1.26], [-0.39, 1.01, -0.36], [0.04, 1.23, -0.16], [-0.04, 0.42, 0.47], [0.04, 0.16, -0.07], [-0.04, -0.07, 0.38], [0.28, -0.04, 0.13], [-0.02, 0.09, -0.04], [0.05, -0.05, 0.09], [-0.02, -0.37, 0.14], [-0.26, -0.20, -0.22], [-2.44, 1.29, 0.68], [3.33, -2.80, -2.04], [-1.15, -0.31, 0.17], [0.77, 0.03, -0.43], [-1.54, 0.45, -0.10], [-0.08, 0.50, 1.23], [-0.15, 0.18, 0.64], [0.06, 0.21, -0.17], [0.56, -0.15, -0.49], [0.33, -0.28, 0.90], [0.44, 0.00, -0.48], [-0.41, 0.37, 0.18], [-0.09, -0.20, -0.18], [0.26, 0.62, 0.08]], "homo_ev": -9.2851, "energy_ha": -4274.1512, "lumo_ev": 0.1, "gap_ev": 9.35}